(1)
Formula: C4H2AgLiO2
Source: OMol25
Level of theory: ωB97M-V with the def2-TZVPD basis set

Calculated values
- Highest occupied orbital energy (alpha / beta): -6.5758 / -6.5753 eV
- ΔE to the lowest compared entry with this formula, charge and spin: 2.982 eV
- HOMO-LUMO gap (alpha / beta): 5.86 / 5.86 eV

The geometry in ORCA input format:
```
! RIJCOSX wB97M-V def2-TZVPD def2/J DEFGRID3
* xyz 0 1
C 0.5671 0.9881 -1.3313
C -0.6154 0.6140 -0.9836
O 1.7483 0.7127 -1.1662
Li 2.7117 -0.5319 -0.1497
H -1.5970 0.6223 -1.4519
C -0.0651 -1.1910 0.3472
C -0.2346 -0.8070 1.5972
O -1.0582 0.0013 2.1225
Ag -1.2959 1.7529 1.1424
H -0.1610 -2.1614 -0.1267
*
```

Mulliken atomic charge list, values in e, 6 entries:
1 C 0.574
2 C -0.957
3 O -0.653
4 Li 0.835
5 H 0.455
6 C -0.908

(2)
Formula: C3H8N2S2
Source: OMol25
Level of theory: ωB97M-V with the def2-TZVPD basis set

Calculated values
- Highest occupied orbital energy: -9.1446 eV
- ΔE to the lowest compared entry with this formula, charge and spin: 3.560 eV
- HOMO-LUMO gap: 9.83 eV

The geometry in ORCA input format:
```
! RIJCOSX wB97M-V def2-TZVPD def2/J DEFGRID3
* xyz 0 1
C -0.1373 -0.0858 1.9725
C -0.8041 0.9354 1.0042
C 0.8501 -0.0487 -1.0835
H -0.9336 -0.7532 2.6008
H 0.6631 0.5338 2.7207
H 0.6136 -0.7120 1.0310
H -1.5200 0.4975 0.5329
H -1.1948 1.7281 1.6549
H 2.6464 -0.0447 -0.6013
H 0.4165 -1.6727 -1.9877
H -1.2297 0.0946 -3.0615
N 1.9816 -0.6219 -1.1460
N -0.1760 -0.8939 -1.4345
S 0.4822 1.4404 -0.2422
S -1.6579 -0.3968 -1.9604
*
```

Mulliken atomic charge list, values in e, 6 entries:
1 C -0.696
2 C -0.505
3 C 0.200
4 H 0.285
5 H 0.221
6 H 0.262

(3)
Formula: C23H48AlB2F10MgNO15PS
Source: OMol25
Level of theory: ωB97M-V with the def2-TZVPD basis set

Calculated values
- Highest occupied orbital energy: -9.9993 eV
- HOMO-LUMO gap: 1.06 eV

The geometry in ORCA input format:
```
! RIJCOSX wB97M-V def2-TZVPD def2/J DEFGRID3
* xyz 1 1
C 2.1558 -3.5947 -2.6675
C 2.5753 -2.3362 -2.4574
C 2.9779 -1.9359 -1.0503
N 3.6247 -0.5864 -0.9258
C 2.9303 0.5311 -1.6020
C 1.5296 0.8402 -1.0196
C 0.3839 0.2249 -1.8334
C -0.9094 1.0027 -1.4413
C -1.9779 -0.0200 -0.9696
C -3.2133 0.7108 -0.4212
C -4.1072 -0.3258 0.3202
O -5.4170 -0.2962 -0.2586
C -6.4279 -0.3904 0.6954
C -7.6732 -0.9231 -0.0416
C 1.4337 0.5041 0.4818
C 2.7788 0.4396 1.2426
C 3.9503 -0.2397 0.5076
O 5.0287 0.6635 0.4602
B 6.2499 0.1510 0.9498
O 6.6305 -1.1451 0.7867
O 7.0971 1.0309 1.5862
H 2.4399 -4.1360 -3.5602
H 1.4845 -4.0129 -1.9159
H 2.5610 -1.6641 -3.3155
H 3.7285 -2.6609 -0.7270
H 2.1515 -2.0375 -0.3367
H 4.5383 -0.6854 -1.3956
H 2.8877 0.4087 -2.7207
H 3.5293 1.4400 -1.4357
H 1.4283 1.9286 -1.1042
H 0.5808 0.4640 -2.8859
H 0.2906 -0.8523 -1.7188
H -0.7283 1.6813 -0.6002
H -1.2947 1.6130 -2.2622
H -2.2191 -0.6617 -1.8201
H -1.4842 -0.5892 -0.1721
H -2.9412 1.5166 0.2626
H -3.7810 1.0714 -1.2824
H -3.6878 -1.3231 0.1309
H -4.1116 -0.1596 1.3999
H -6.6523 0.6876 1.0532
H -6.1342 -1.0192 1.5395
H -8.2300 -1.6272 0.5774
H -8.2941 -0.1050 -0.4033
H -7.3022 -1.4543 -0.9207
H 0.9586 -0.4806 0.5727
H 0.7559 1.2099 0.9666
H 2.5958 -0.1415 2.1507
H 3.0720 1.4316 1.5907
H 4.1834 -1.1742 1.0217
H 6.2796 -1.5329 -0.0270
H 7.3410 1.7028 0.9363
O -8.2602 1.4046 2.0347
H -8.4742 1.7931 1.1615
Mg 4.4964 1.0599 -3.5964
F -8.7658 2.3295 3.7858
C -1.5250 5.9213 1.9413
C -1.8525 4.4463 2.0912
O -0.7110 3.6063 2.1382
C 0.1993 3.8456 3.2050
C -0.4249 3.6595 4.5701
H -0.9276 6.0917 1.0434
H -2.4427 6.5054 1.8671
H -0.9564 6.3005 2.7907
H -2.4297 4.1188 1.2238
H -2.4848 4.2729 2.9674
H 0.6616 4.8340 3.0948
H 1.0034 3.1140 3.0874
H -1.2366 4.3646 4.7531
H 0.3169 3.7985 5.3589
H -0.8415 2.6427 4.6224
C -3.4116 -3.7093 -3.8662
C -3.1666 -3.5322 -5.3481
O -1.9872 -2.7144 -5.4184
S -1.0317 -3.0470 -4.1826
O -0.0377 -3.9623 -4.6098
O -0.6880 -1.8357 -3.5248
O -2.0997 -3.8437 -3.2967
H -3.8854 -2.8270 -3.4307
H -4.0122 -4.5874 -3.6460
H -3.9968 -3.0494 -5.8552
H -2.9491 -4.4850 -5.8340
F -10.4445 3.4714 3.8448
F 9.5751 -3.4241 -1.8222
P 7.8541 -3.6097 -2.0317
F 8.3096 -4.8671 -2.9363
F 8.0767 -2.0008 -2.1415
F 8.0204 -4.6422 -0.7584
F 6.8299 -3.4463 -3.2889
F 6.5279 -3.2364 -1.0920
O 6.1349 2.6195 -7.2377
H 6.4731 2.3458 -6.3811
H 5.3411 2.0895 -7.3615
Al 10.4542 -3.3942 -0.0275
B -2.1232 0.4066 5.4112
O -1.7989 0.2771 6.8594
C -2.7350 -0.4352 7.4440
O -2.7805 -0.7274 8.5980
C -3.7820 -0.8379 6.3701
O -4.7633 -1.4898 6.5627
O -3.4031 -0.3412 5.2177
F -1.1168 -0.1586 4.6357
F -2.2955 1.7420 5.0667
*
```

Mulliken atomic charge list, values in e, 6 entries:
1 C -1.006
2 C -0.062
3 C -0.834
4 N 1.071
5 C -2.131
6 C 0.408

(4)
Formula: C36H35F2NO5S
Source: OMol25
Level of theory: ωB97M-V with the def2-TZVPD basis set

Calculated values
- Highest occupied orbital energy: -9.4425 eV
- HOMO-LUMO gap: 7.66 eV

The geometry in ORCA input format:
```
! RIJCOSX wB97M-V def2-TZVPD def2/J DEFGRID3
* xyz 0 1
C -0.0474 -3.1544 0.1948
C -0.3459 -1.8163 -0.5070
C -1.4566 -1.9350 -1.5585
C -2.3112 -0.6977 -1.7016
O -2.8431 -0.2084 -0.4567
C -3.7561 -1.0554 0.0758
C -3.5362 -1.8309 1.1412
C -4.6678 -2.6278 1.6595
O -4.8593 -2.8148 2.8377
C -5.5988 -3.1559 0.6080
N -6.2325 -4.4327 0.7566
C -5.7979 -5.4291 -0.1765
O -6.3210 -6.4647 -0.2972
F -4.7190 -5.0682 -0.8590
C -6.1946 -4.9713 2.0916
O -7.0326 -4.8845 2.8971
F -5.0605 -5.6545 2.2908
C -5.8395 -2.3860 -0.4629
S -6.8993 -2.8345 -1.7933
C -5.1152 -1.0745 -0.5691
O -5.5900 -0.1141 -1.1130
H -0.2381 -3.0991 1.2622
H -0.6143 -3.9691 -0.2454
H 1.0060 -3.4060 0.0884
H 0.5418 -1.4302 -1.0016
H -0.6481 -1.0975 0.2440
H -1.0048 -2.1127 -2.5341
H -2.0776 -2.8032 -1.3431
H -3.1201 -0.9141 -2.4044
H -1.7473 0.1266 -2.1278
H -2.5911 -1.8466 1.6609
H -8.0751 -2.7271 -1.1611
C 5.8747 -1.5432 -1.9734
C 5.5979 -2.4382 -2.9976
C 4.3497 -3.0393 -3.0770
C 3.3780 -2.7465 -2.1304
C 3.6568 -1.8551 -1.1042
C 4.9042 -1.2523 -1.0252
H 6.8474 -1.0726 -1.9142
H 6.3563 -2.6680 -3.7344
H 4.1342 -3.7362 -3.8763
H 2.4031 -3.2145 -2.1923
H 2.9001 -1.6291 -0.3624
H 5.1199 -0.5571 -0.2239
C 0.3988 1.1739 2.1673
C 1.2468 1.6767 3.1411
C 0.8848 1.6143 4.4795
C -0.3308 1.0499 4.8418
C -1.1837 0.5518 3.8659
C -0.8176 0.6115 2.5284
H 0.6828 1.2213 1.1223
H 2.1916 2.1197 2.8519
H 1.5481 2.0076 5.2387
H -0.6151 0.9998 5.8847
H -2.1338 0.1158 4.1484
H -1.4826 0.2299 1.7640
C 3.3150 4.4622 1.1940
C 3.9926 3.3563 0.6997
C 5.3782 3.3659 0.6242
C 6.0870 4.4839 1.0411
C 5.4095 5.5918 1.5306
C 4.0237 5.5811 1.6076
H 2.2339 4.4516 1.2548
H 3.4385 2.4854 0.3708
H 5.9061 2.5027 0.2394
H 7.1677 4.4918 0.9841
H 5.9622 6.4649 1.8522
H 3.4955 6.4449 1.9896
C 1.3351 3.3143 -2.6591
C 0.8519 4.5218 -3.1430
C -0.4427 4.9234 -2.8427
C -1.2566 4.1176 -2.0588
C -0.7750 2.9083 -1.5785
C 0.5201 2.5069 -1.8780
H 2.3463 3.0038 -2.8884
H 1.4853 5.1511 -3.7544
H -0.8171 5.8664 -3.2190
H -2.2645 4.4316 -1.8211
H -1.4073 2.2782 -0.9637
H 0.8965 1.5633 -1.5002
*
```

Mulliken atomic charge list, values in e, 6 entries:
1 C -1.604
2 C 1.736
3 C -1.014
4 C -0.666
5 O -0.334
6 C 0.569

(5)
Formula: C27H47AsN3O2PS2Si3W
Source: OMol25
Level of theory: ωB97M-V with the def2-TZVPD basis set

Calculated values
- Highest occupied orbital energy (alpha / beta): -13.5281 / -14.3319 eV
- ΔE to the lowest compared entry with this formula, charge and spin: 0.000 eV
- HOMO-LUMO gap (alpha / beta): 6.85 / 7.99 eV
- Expectation value of S²: 2.02

The geometry in ORCA input format:
```
! RIJCOSX wB97M-V def2-TZVPD def2/J DEFGRID3
* xyz 2 3
W 0.3574 -0.5179 -0.3494
N -1.7225 -0.9339 0.5830
C -1.8052 -2.3676 0.9815
C -0.4307 -3.0014 1.0497
O -0.2495 -4.1262 1.3832
O 0.5415 -2.1255 0.7224
H -1.9539 -0.3545 1.3823
H -2.4452 -0.7469 -0.1094
H -2.3884 -2.9243 0.2526
H -2.2814 -2.4874 1.9534
S -0.5581 -2.0916 -2.1847
P -1.5187 -0.4340 -2.8028
S -0.6980 1.1278 -1.7089
C -3.2767 -0.4859 -2.4356
C -3.9793 -1.6329 -2.8139
C -5.3523 -1.6796 -2.6466
C -6.0255 -0.5882 -2.1087
C -5.3289 0.5506 -1.7295
C -3.9495 0.6092 -1.8920
C -1.3558 -0.1611 -4.5617
C -1.1442 -1.2495 -5.4049
C -1.0939 -1.0432 -6.7764
C -1.2441 0.2377 -7.2922
C -1.4473 1.3211 -6.4454
C -1.5076 1.1263 -5.0748
H -3.4540 -2.4840 -3.2336
H -5.9011 -2.5657 -2.9382
H -7.1005 -0.6253 -1.9875
H -5.8580 1.3994 -1.3160
H -3.4109 1.5040 -1.6057
H -1.0163 -2.2458 -4.9984
H -0.9329 -1.8817 -7.4408
H -1.2024 0.3942 -8.3626
H -1.5603 2.3162 -6.8551
H -1.6733 1.9696 -4.4136
C 2.0698 0.0161 -3.7227
C 2.6544 -0.7091 -2.5719
N 2.2454 -0.7118 -1.2964
C 3.1348 -1.5348 -0.5905
C 4.0503 -2.0275 -1.4397
N 3.7358 -1.4794 -2.6703
H 1.7214 1.0019 -3.4255
H 1.2278 -0.5392 -4.1352
H 2.8144 0.1333 -4.5088
H 3.0460 -1.6888 0.4643
H 4.8745 -2.7023 -1.2862
H 4.2493 -1.6269 -3.5260
C -1.8706 0.7009 3.4950
Si -0.6015 1.9293 2.8608
C 0.0663 2.8977 4.2830
C -1.3628 3.0206 1.5539
As 1.1006 0.7270 1.6365
Si 2.7760 2.3817 1.0683
C 2.6723 3.9331 2.0742
C 4.4221 1.5513 1.2365
C 2.3666 2.8085 -0.6992
Si 2.0705 -0.5854 3.4306
C 0.7224 -1.5279 4.2831
C 3.3800 -1.7648 2.8535
C 2.8116 0.7118 4.5509
H -1.9308 0.7714 4.5836
H -1.6480 -0.3448 3.2756
H -2.8608 0.9500 3.1011
H -0.6738 3.6622 4.5398
H 1.0063 3.3968 4.0666
H 0.2081 2.2609 5.1578
H -2.3709 3.3273 1.8465
H -1.4259 2.5108 0.5921
H -0.7711 3.9303 1.4102
H 2.9851 3.7984 3.1112
H 1.6677 4.3584 2.0589
H 3.3488 4.6624 1.6183
H 4.5233 1.0526 2.2026
H 5.2124 2.3053 1.1725
H 4.5883 0.8154 0.4466
H 1.3529 3.2156 -0.7634
H 2.4322 1.9344 -1.3508
H 3.0543 3.5691 -1.0814
H 0.1718 -2.1877 3.6120
H 0.0224 -0.8684 4.7988
H 1.1885 -2.1672 5.0411
H 2.9563 -2.6326 2.3421
H 3.8729 -2.1353 3.7588
H 4.1472 -1.3034 2.2298
H 2.1641 0.9001 5.4102
H 2.9720 1.6599 4.0369
H 3.7773 0.3702 4.9339
*
```

Mulliken atomic charge list, values in e, 6 entries:
1 W 0.729
2 N -0.381
3 C -0.219
4 C 0.417
5 O -0.574
6 O -0.614

(6)
Formula: C5H10O2
Source: OMol25
Level of theory: ωB97M-V with the def2-TZVPD basis set

Calculated values
- Highest occupied orbital energy: -9.6021 eV
- ΔE to the lowest compared entry with this formula, charge and spin: 2.256 eV
- HOMO-LUMO gap: 10.62 eV

The geometry in ORCA input format:
```
! RIJCOSX wB97M-V def2-TZVPD def2/J DEFGRID3
* xyz 0 1
C 1.6069 -1.0190 -0.3721
C 1.3440 -0.3841 0.9908
O 0.3947 0.6739 0.9344
C -0.7976 0.2486 0.3226
C -1.7827 1.4010 0.2506
C -0.6024 -0.1227 -1.1416
O -1.1537 -1.0496 -1.6902
H 2.1262 -1.9655 -0.2812
H 0.7053 -1.3668 -0.8760
H 2.1559 -0.3441 -1.0385
H 1.0003 -1.1565 1.6962
H 2.2579 0.0566 1.4016
H -1.2226 -0.6223 0.8466
H -2.6550 1.0719 -0.3247
H -2.1022 1.7303 1.2407
H -1.3156 2.2439 -0.2731
H 0.0407 0.6044 -1.6861
*
```

Mulliken atomic charge list, values in e, 6 entries:
1 C -0.962
2 C -0.255
3 O -0.402
4 C 0.481
5 C -1.425
6 C -0.185

(7)
Formula: C18H29B2N2O12
Source: OMol25
Level of theory: ωB97M-V with the def2-TZVPD basis set

Calculated values
- Highest occupied orbital energy: -7.1352 eV
- HOMO-LUMO gap: 8.39 eV

The geometry in ORCA input format:
```
! RIJCOSX wB97M-V def2-TZVPD def2/J DEFGRID3
* xyz -1 1
C -4.9791 1.2689 -3.3854
C -4.8251 -0.2589 -3.4088
C -3.7218 -0.7603 -2.4727
C -3.7272 -2.2826 -2.2826
N -2.4238 -2.9079 -2.5742
B -2.1004 -4.0970 -1.8014
C -2.2041 -4.2720 -0.2410
C -2.3732 -3.0133 0.6340
C -1.3030 -2.8571 1.7224
C -1.1145 -1.4045 2.1711
C -0.3380 -0.5590 1.1595
C 0.0742 0.8233 1.6934
C 1.4426 1.3132 1.1920
C 1.3688 2.4243 0.1497
O 0.1956 2.3351 -0.6926
C 0.3326 1.7570 -1.8873
C -0.8811 1.9983 -2.7363
O 1.2892 1.1105 -2.2192
O -1.6148 -5.2316 -2.5169
N -0.1661 -5.3922 -2.4365
O 0.3501 -5.0230 -3.3999
H -5.2106 1.6555 -4.3813
H -5.8063 1.5692 -2.7379
H -4.0666 1.7615 -3.0443
H -4.5927 -0.6023 -4.4220
H -5.7729 -0.7235 -3.1198
H -3.7945 -0.2410 -1.5104
H -2.7579 -0.4705 -2.9087
H -4.4588 -2.7124 -2.9767
H -4.0769 -2.5302 -1.2744
H -1.6822 -2.2136 -2.5432
H -1.2695 -4.7860 0.0314
H -2.9817 -5.0174 -0.0287
H -3.3435 -3.0712 1.1411
H -2.3939 -2.1099 0.0215
H -1.5855 -3.4609 2.5917
H -0.3405 -3.2519 1.3714
H -0.5899 -1.3797 3.1310
H -2.1134 -0.9653 2.2991
H -0.9582 -0.4282 0.2637
H 0.5600 -1.1108 0.8561
H -0.7011 1.5446 1.4231
H 0.0911 0.7795 2.7874
H 1.9900 1.7316 2.0402
H 2.0424 0.4814 0.8122
H 1.2901 3.3990 0.6335
H 2.2594 2.4250 -0.4785
H -1.7598 1.6231 -2.2069
H -0.7774 1.4655 -3.6792
H -1.0354 3.0667 -2.8880
B 6.2013 2.9684 3.2415
O 6.7336 3.8507 2.1904
C 7.8408 3.3289 1.6823
O 8.5160 3.7989 0.8145
C 8.1044 1.9929 2.4203
O 9.0194 1.2489 2.2231
O 7.1322 1.8306 3.3060
O 6.0949 3.6642 4.5389
C 4.8423 3.6533 4.9613
O 4.4220 4.1329 5.9734
C 4.0044 2.9020 3.8989
O 2.8225 2.7023 3.9456
O 4.8215 2.5274 2.9332
*
```

Mulliken atomic charge list, values in e, 6 entries:
1 C -1.053
2 C -0.665
3 C -0.245
4 C -0.501
5 N -0.349
6 B 0.089

(8)
Formula: C4H7F2N
Source: OMol25
Level of theory: ωB97M-V with the def2-TZVPD basis set

Calculated values
- Highest occupied orbital energy: -10.1138 eV
- ΔE to the lowest compared entry with this formula, charge and spin: 3.285 eV
- HOMO-LUMO gap: 9.44 eV

The geometry in ORCA input format:
```
! RIJCOSX wB97M-V def2-TZVPD def2/J DEFGRID3
* xyz 0 1
C 2.6794 -0.8076 0.3693
C 2.0195 -1.5917 -0.4041
C -1.4148 1.5236 -0.1431
C -0.8634 -0.8328 0.0018
N -0.3960 0.4800 -0.1340
F -1.8269 -1.1954 -0.9101
F -1.4523 -1.0076 1.2059
H 3.7594 -0.7888 0.2910
H 2.2960 -0.1571 1.1410
H -0.0187 -1.5496 -0.0956
H -0.9133 2.4848 -0.0590
H -2.0273 1.5084 -1.0493
H -2.0594 1.3835 0.7235
H 0.2178 0.5504 -0.9373
*
```

Mulliken atomic charge list, values in e, 6 entries:
1 C -0.481
2 C -0.231
3 C -0.890
4 C 0.631
5 N -0.274
6 F -0.314